Computed, not measured: a gas-phase ion, C2H3O3PS3 (charge -2) at a distorted geometry, with wB97M-V/def2-TZVPD.

Structure (XYZ):
```
12
Properties=species:S:1:pos:R:3
S -4.96718 -0.35398 -2.24161
O -3.35539 0.04867 -1.50962
H -0.08218 0.73973 -0.15507
H -1.17464 -1.71335 -1.21461
C -0.63572 -0.12775 -0.49077
S -5.64869 -2.80974 -0.14715
P -1.82305 0.68762 -1.69768
H -0.12063 -1.95382 0.40082
O -1.79373 2.12010 -1.25199
C -0.58162 -1.42188 -0.35383
S -5.04898 -2.38016 -2.02664
O -1.37835 0.35640 -3.11337
```

Values from the calculation:
E_LUMO   5.7 eV
Total charge   -2
SMILES   C=C[P@@](=O)([O-])OSS[S-]

Computed, not measured: a molecular structure, C2H3O3Si at a distorted geometry, with wB97M-V/def2-TZVPD.

Structure (XYZ):
```
9
Properties=species:S:1:pos:R:3
O 0.13737 1.00159 0.49383
H -1.29493 -0.86728 1.07649
O 1.24399 -1.82363 0.35381
C 1.33112 0.45054 -0.02232
O 2.37064 1.07898 -0.14681
H -1.04655 0.01275 -1.60734
C 0.81175 -0.86011 -0.28113
Si -1.11064 0.13672 -0.04933
H -2.44275 0.87043 0.18281
```

Values from the calculation:
E_LUMO   4.1 eV
Total charge   -1

Computed, not measured: a single C2H3OPS molecule at a distorted geometry, with wB97M-V/def2-TZVPD.

Structure (XYZ):
```
8
Properties=species:S:1:pos:R:3
S -0.89405 0.62672 1.87725
O 1.15495 0.81305 -0.60250
H -0.05543 2.70619 0.49793
C 0.28997 -0.09643 -0.43961
P 0.24809 2.28723 1.81147
C -0.78416 -0.20638 0.42233
H 0.28015 -0.89642 -1.12977
H -1.61596 -0.84560 0.32942
```

Values from the calculation:
E_LUMO (spin up / spin down)   -1.5 / -1.7 eV